Record 1
This record from OMol25 describes a structure of composition C35H53Cl2N2OPZr. The level of theory is wB97M-V/def2-TZVPD.

The geometry in XYZ format:
```
95
C35H53Cl2N2OPZr, DFT wB97M-V/def2-TZVPD
P 0.1264 -1.0228 -4.2831
C 1.6816 -0.3779 -5.1859
C 1.9530 -0.7437 -6.6545
C 3.3688 -0.3069 -7.0639
C 3.6500 1.1731 -6.7730
C 3.2597 1.5904 -5.3502
C 1.8405 1.1350 -4.9762
C -1.2955 -0.1356 -5.1751
C -1.2097 0.0505 -6.6911
C -2.5279 0.6203 -7.2378
C -2.9394 1.9199 -6.5337
C -2.8866 1.8284 -5.0028
C -1.5816 1.2063 -4.4801
C -0.0260 -2.6989 -5.1319
C 1.1716 -3.5773 -4.7254
C 1.0793 -5.0014 -5.2929
C -0.2590 -5.6818 -4.9823
C -1.4634 -4.8027 -5.3359
C -1.3600 -3.3766 -4.7709
H 2.4606 -0.8812 -4.5810
H 1.2267 -0.2485 -7.3120
H 1.8453 -1.8227 -6.8287
H 3.5184 -0.5107 -8.1322
H 4.0954 -0.9238 -6.5165
H 4.7141 1.3795 -6.9345
H 3.0965 1.7921 -7.4913
H 3.9654 1.1484 -4.6330
H 3.3310 2.6797 -5.2446
H 1.6324 1.3970 -3.9289
H 1.1150 1.6762 -5.6040
H -2.1558 -0.8000 -4.9789
H -3.3185 -0.1320 -7.1077
H -0.9811 -0.8962 -7.2028
H -0.3994 0.7546 -6.9308
H -2.4283 0.7964 -8.3169
H -3.9522 2.1977 -6.8467
H -2.2752 2.7288 -6.8659
H -3.0129 2.8264 -4.5663
H -3.7284 1.2160 -4.6514
H -1.6443 1.0592 -3.3916
H -0.7482 1.9022 -4.6600
H -0.0068 -2.5477 -6.2286
H 2.1205 -3.1262 -5.0495
H 1.2074 -3.6258 -3.6266
H 1.2185 -4.9622 -6.3822
H 1.9040 -5.6002 -4.8883
H -0.2964 -5.9265 -3.9130
H -0.3240 -6.6303 -5.5271
H -2.3851 -5.2671 -4.9660
H -1.5533 -4.7423 -6.4293
H -2.2083 -2.7903 -5.1502
H -1.4579 -3.4015 -3.6750
Zr 0.2228 -0.1476 0.1801
Cl -1.4945 -1.2738 -0.9535
Cl 2.0834 0.0377 -1.2442
C -0.4348 1.7335 0.9330
H -0.7851 1.7209 1.9771
C -0.5176 3.0439 0.3536
C -1.2039 4.1210 1.0054
C -1.3258 5.3613 0.3970
C -0.7546 5.5994 -0.8688
C -0.0515 4.5693 -1.5173
C 0.0773 3.3182 -0.9244
H -1.6379 3.9355 1.9906
H -1.8683 6.1651 0.9018
H 0.4003 4.7562 -2.4943
H 0.6515 2.5193 -1.4122
H -0.8547 6.5777 -1.3398
C -3.1777 -1.8032 7.4813
C -1.6906 -1.6149 7.7274
N -0.9155 -1.0845 6.5979
C -0.4987 0.3268 6.7134
C 0.5583 0.5397 7.7845
C -0.8153 -1.8447 5.4528
O -1.4901 -2.8617 5.2956
C 0.2032 -1.4338 4.4095
C 1.5274 -1.1218 4.7430
C 2.3957 -0.7434 3.7244
C 1.9574 -0.7362 2.4028
N 0.6793 -1.1101 2.0698
C -0.1793 -1.4946 3.0789
H -3.6534 -0.8569 7.2012
H -3.6373 -2.1610 8.4086
H -3.3356 -2.5488 6.6973
H -1.5271 -0.9100 8.5478
H -1.2544 -2.5883 7.9963
H -0.1409 0.6741 5.7384
H -1.3957 0.9101 6.9759
H 1.4528 -0.0586 7.5803
H 0.8502 1.5941 7.7924
H 0.1782 0.2775 8.7771
H 1.8599 -1.1989 5.7775
H 3.4201 -0.4381 3.9432
H 2.6252 -0.4841 1.5698
H -1.1698 -1.8306 2.7635
```

Lowest unoccupied orbital energy (alpha / beta), eV: -1.452 / -1.452
Total energy, eV: -77799.7771
Strongest force on any atom, eV Å⁻¹: 2.8
Frontier orbital gap (alpha / beta), eV: 4.5 / 4.5



Record 2
This record from OMol25 describes a structure of composition C34H42BN11O4SeTl. The level of theory is wB97M-V/def2-TZVPD.

The geometry in XYZ format:
```
94
C34H42BN11O4SeTl, DFT wB97M-V/def2-TZVPD
Tl 0.1726 -0.0598 0.0444
C 3.4186 0.3677 -3.3956
C 2.1392 -0.0771 -3.0471
N 2.1211 -0.5599 -1.8115
N 3.3850 -0.4362 -1.3359
C 4.1786 0.1252 -2.2714
B 3.7480 -1.1130 0.0202
N 2.8396 -2.3643 0.1518
C 3.0559 -3.6043 -0.3321
C 1.9315 -4.3629 -0.0947
C 1.0500 -3.4742 0.5342
N 1.5999 -2.2730 0.6704
N 3.5026 -0.1586 1.2125
C 4.2626 -0.0305 2.3201
C 3.6021 0.7918 3.2043
C 2.4128 1.1251 2.5423
N 2.3617 0.5492 1.3501
N 5.2100 -1.5685 0.0914
C 5.6993 -2.5690 0.8693
C 7.0690 -2.5013 0.8343
C 7.3346 -1.3978 0.0014
N 6.2192 -0.8371 -0.4291
H 3.7436 0.7983 -4.3269
H 1.2343 -0.0835 -3.6355
H 5.2230 0.2877 -2.0704
H 3.9849 -3.8666 -0.8100
H 1.7710 -5.3983 -0.3423
H 0.0508 -3.6469 0.9030
H 5.2258 -0.5061 2.4005
H 3.9364 1.1168 4.1742
H 1.6065 1.7666 2.8614
H 5.0454 -3.2377 1.4030
H 7.7705 -3.1499 1.3300
H 8.2887 -0.9910 -0.2953
C -0.5721 -2.7937 -2.4799
O -1.2258 -1.6096 -2.0511
C -2.5922 -1.8309 -1.7552
C -3.2474 -0.5115 -1.4342
O -2.9516 -0.1588 -0.0963
C -3.3767 1.1524 0.2160
H -0.9739 -3.1235 -3.4447
H -0.6974 -3.5985 -1.7504
H 0.4862 -2.5670 -2.5742
H -2.6939 -2.5075 -0.8972
H -3.0899 -2.2840 -2.6212
H -4.3336 -0.5894 -1.5713
H -2.8668 0.2518 -2.1246
H -4.4634 1.2504 0.1086
H -2.8873 1.8880 -0.4305
H -3.0954 1.3492 1.2486
O -1.0214 -1.6480 2.0327
N -1.2233 -0.7824 2.8360
O -1.0183 0.4050 2.7090
C -1.8437 6.3591 2.7424
N -1.9467 5.0720 3.3916
C -1.3346 3.9295 2.9781
Se -0.2363 3.6956 1.5436
N -1.6978 2.9608 3.8582
C -2.5546 3.4653 4.8248
C -3.1815 2.8891 5.9155
C -3.9806 3.7145 6.6945
C -4.1419 5.0668 6.3924
C -3.5054 5.6435 5.3012
C -2.7074 4.8179 4.5289
H -1.1142 6.2754 1.9413
H -1.5138 7.1126 3.4580
H -2.8084 6.6538 2.3273
H -1.4375 1.9974 3.7049
H -3.0487 1.8409 6.1488
H -4.4862 3.3003 7.5565
H -4.7753 5.6787 7.0202
H -3.6269 6.6920 5.0640
C 1.0576 3.4086 -1.8479
C -0.3765 3.5454 -2.2834
C -1.0415 4.8495 -1.9292
C -0.9744 2.5673 -2.9679
C -2.3597 2.5381 -3.4779
C -3.4427 3.0437 -2.7572
C -4.7326 2.9802 -3.2654
C -4.9692 2.4024 -4.5042
C -3.9042 1.8804 -5.2268
C -2.6179 1.9441 -4.7158
H 1.1363 3.4547 -0.7592
H 1.6534 4.2280 -2.2584
H 1.4962 2.4634 -2.1674
H -0.2965 5.6466 -1.8905
H -1.4945 4.7967 -0.9374
H -1.8138 5.1218 -2.6493
H -0.3825 1.6916 -3.2086
H -3.2720 3.4783 -1.7812
H -5.5583 3.3805 -2.6898
H -5.9745 2.3553 -4.9026
H -4.0769 1.4203 -6.1918
H -1.7893 1.5351 -5.2830
```

Lowest unoccupied orbital energy (alpha / beta), eV: 0.090 / -2.612
Total energy, eV: -131235.8762
<S²>: 0.76
Strongest force on any atom, eV Å⁻¹: 0.7
Frontier orbital gap (alpha / beta), eV: 7.8 / 5.1
2S+1: 2



Record 3
This record from OMol25 describes an isolated molecule of C4H5ClN2S. The level of theory is wB97M-V/def2-TZVPD.

The geometry in XYZ format:
```
13
C4H5ClN2S, DFT wB97M-V/def2-TZVPD
N 0.5060 -0.6944 -2.0486
C 1.2445 -0.5246 -0.8049
Cl 1.8264 -2.1212 -0.1564
C 0.0855 0.2246 0.4064
C -1.2744 0.2648 0.2810
N -1.8718 0.8883 1.3203
C -1.0733 1.2804 2.2417
S 0.6419 1.1215 1.7902
H 1.0752 -1.0093 -2.8518
H -0.2119 -1.3919 -1.9920
H 2.0587 0.1553 -0.7569
H -1.7449 0.1260 -0.6865
H -1.2619 1.6804 3.2573
```

Energy relative to the best compared isomer or geometry (same formula, charge and spin), kcal per mole: 33.7
Lowest unoccupied orbital energy, eV: 0.730
Total energy, eV: -30565.4373
Strongest force on any atom, eV Å⁻¹: 4.7
Frontier orbital gap, eV: 10.0
SMILES string: N[C@H](Cl)c1cncs1



Record 4
This record from OMol25 describes an isolated molecule of C9H14. The level of theory is wB97M-V/def2-TZVPD.

The geometry in XYZ format:
```
23
C9H14, DFT wB97M-V/def2-TZVPD
C 1.1837 -1.0296 0.3099
C 2.2957 -1.6650 0.8224
C -0.1283 -1.6755 0.5825
C -0.4764 0.5775 -0.1074
C 1.1523 0.2852 -0.1131
C -1.2418 -0.7416 0.0863
C -0.8012 1.3385 -1.4419
C 2.1268 1.3466 -0.3255
C -2.6826 -0.5666 0.5910
H 3.3178 -1.1790 0.7331
H 2.1056 -2.6707 1.1942
H -0.1089 -2.7032 0.0724
H -0.2339 -1.8720 1.6861
H -0.6943 1.2473 0.6850
H -0.0382 1.0850 -2.0990
H -0.8596 2.3904 -1.0853
H -1.7892 1.0751 -1.6885
H 3.0560 0.8130 -0.4117
H 2.3430 1.9802 0.4901
H 1.9201 1.9908 -1.1897
H -2.8815 -1.5011 1.1141
H -3.2647 -0.4023 -0.3328
H -2.7317 0.3571 1.2487
```

Energy relative to the best compared isomer or geometry (same formula, charge and spin), kcal per mole: 108.3
Lowest unoccupied orbital energy (alpha / beta), eV: 0.488 / 0.115
Total energy, eV: -9555.4868
Strongest force on any atom, eV Å⁻¹: 5.6
Frontier orbital gap (alpha / beta), eV: 7.6 / 7.6



Record 5
This record from OMol25 describes the ion C9H13ClN with charge +1. The level of theory is wB97M-V/def2-TZVPD.

The geometry in XYZ format:
```
24
C9H13ClN, DFT wB97M-V/def2-TZVPD
C -1.5965 0.4289 -2.5908
C -0.8547 -0.6809 -2.6779
C -1.4707 1.3483 -1.5216
C 0.4456 0.8992 -0.5940
C 0.1534 -1.2809 -1.7176
C -0.3954 -0.9917 0.8512
C -0.5728 0.3998 1.5351
C 0.4041 -0.5940 -0.4501
C 1.6218 1.5854 1.4926
N 0.2824 1.3157 0.8086
Cl -2.6298 2.4665 -1.3506
H -2.1814 0.6275 -3.5231
H -1.0268 -1.3485 -3.5595
H 0.1056 -2.4067 -1.5280
H 1.1136 -1.2117 -2.4302
H 0.1166 -1.6689 1.5277
H -1.3891 -1.3330 0.4847
H -1.6375 0.8006 1.6047
H -0.4994 0.3244 2.5750
H 1.4521 -0.8969 -0.2102
H 2.3116 0.6387 1.2937
H 2.0750 2.4773 0.9186
H 1.5174 1.6637 2.5939
H -0.1416 2.2601 0.8620
```

Energy relative to the best compared isomer or geometry (same formula, charge and spin), kcal per mole: 105.8
Lowest unoccupied orbital energy, eV: -5.074
Total energy, eV: -23543.2373
Strongest force on any atom, eV Å⁻¹: 4.3
Frontier orbital gap, eV: 6.9
Charge: +1



Record 6
This record from OMol25 describes an isolated molecule of C25H28N2O6S. The level of theory is wB97M-V/def2-TZVPD.

The geometry in XYZ format:
```
62
C25H28N2O6S, DFT wB97M-V/def2-TZVPD
C 6.7849 1.6755 0.8894
C 5.4084 2.3320 0.8454
O 4.5592 1.7553 -0.1263
C 4.0255 0.5176 0.0899
C 3.3726 -0.0546 -1.0047
C 2.7556 -1.2824 -0.9079
C 2.7735 -1.9785 0.2996
N 2.1659 -3.2305 0.4100
S 0.8000 -3.7548 -0.3940
O 0.6393 -5.1212 0.0012
O 0.9193 -3.4556 -1.7891
C -0.5745 -2.8041 0.2599
C -0.4064 -1.5640 0.8434
C -1.5231 -0.8480 1.2355
C -2.7971 -1.3499 0.9979
C -3.9871 -0.5271 1.4043
O -4.2442 -0.3459 2.5818
N -4.7293 -0.0225 0.3982
C -5.8887 0.7774 0.7227
C -4.4029 -0.1504 -1.0133
C -2.9524 0.1077 -1.3395
C -2.2196 -0.8227 -2.0614
C -0.8789 -0.6149 -2.3057
C -0.2681 0.5367 -1.8429
C -0.9871 1.5082 -1.1581
O -0.4247 2.6759 -0.7104
C 0.9539 2.8820 -0.9073
C -2.3549 1.2953 -0.9028
O -3.2020 2.1602 -0.2684
C -2.7123 3.1294 0.6317
C -2.9490 -2.6235 0.4629
C -1.8315 -3.3526 0.0947
C 3.4308 -1.4172 1.3885
C 4.0532 -0.1837 1.2894
H 6.7070 0.6287 1.1727
H 7.4145 2.1912 1.6091
H 7.2499 1.7309 -0.0915
H 4.9353 2.3145 1.8353
H 5.5042 3.3750 0.5308
H 3.3764 0.4887 -1.9369
H 2.2572 -1.7205 -1.7556
H 2.2675 -3.6919 1.2998
H 0.5807 -1.1547 0.9875
H -1.4123 0.1163 1.7070
H -5.7582 1.7956 0.3536
H -5.9920 0.7933 1.8061
H -6.7855 0.3404 0.2785
H -5.0183 0.5835 -1.5407
H -4.6773 -1.1483 -1.3750
H -2.7003 -1.7233 -2.4105
H -0.2999 -1.3562 -2.8322
H 0.7827 0.6781 -2.0288
H 1.1685 3.8470 -0.4502
H 1.5559 2.1087 -0.4208
H 1.2072 2.9247 -1.9707
H -2.0180 2.6942 1.3533
H -2.2231 3.9563 0.1139
H -3.5916 3.4976 1.1610
H -3.9366 -3.0391 0.3299
H -1.9128 -4.3409 -0.3290
H 3.4620 -1.9517 2.3274
H 4.5485 0.2128 2.1614
```

Energy relative to the best compared isomer or geometry (same formula, charge and spin), kcal per mole: 60.8
Lowest unoccupied orbital energy, eV: 0.550
Total energy, eV: -52478.7294
Strongest force on any atom, eV Å⁻¹: 1.2
Frontier orbital gap, eV: 8.7
SMILES string: CCOc1ccc(NS(=O)(=O)c2ccc(C(=O)N(C)Cc3cccc(OC)c3OC)cc2)cc1



Question: The lowest total energy belongs to which entry?
Answer: C34H42BN11O4SeTl



Question: Which value of total energy does entry 3 give?
Answer: -30565.4373 eV



Repeat the third record exactly.
This record from OMol25 describes an isolated molecule of C4H5ClN2S. The level of theory is wB97M-V/def2-TZVPD.

The geometry in XYZ format:
```
13
C4H5ClN2S, DFT wB97M-V/def2-TZVPD
N 0.5060 -0.6944 -2.0486
C 1.2445 -0.5246 -0.8049
Cl 1.8264 -2.1212 -0.1564
C 0.0855 0.2246 0.4064
C -1.2744 0.2648 0.2810
N -1.8718 0.8883 1.3203
C -1.0733 1.2804 2.2417
S 0.6419 1.1215 1.7902
H 1.0752 -1.0093 -2.8518
H -0.2119 -1.3919 -1.9920
H 2.0587 0.1553 -0.7569
H -1.7449 0.1260 -0.6865
H -1.2619 1.6804 3.2573
```

Energy relative to the best compared isomer or geometry (same formula, charge and spin), kcal per mole: 33.7
Lowest unoccupied orbital energy, eV: 0.730
Total energy, eV: -30565.4373
Strongest force on any atom, eV Å⁻¹: 4.7
Frontier orbital gap, eV: 10.0
SMILES string: N[C@H](Cl)c1cncs1